Arrangement P

# CH2O2

A 2-piece molecular cluster, CH2O2 overall (wB97M-V/def2-TZVPD, OMol25).

Values from the calculation:
2S+1: 1
HOMO energy (spin up / spin down): -10.834 / -9.336 eV

Last columns: bonded neighbours and bond lengths (Å).
Geometry (Å):
1 C -0.1255 0.1622 0.2798  O2 1.337, O3 1.333, H5 1.076
2 O -0.1850 -1.1489 0.5320  C1 1.337, O3 1.438
3 O 1.0067 -0.3714 0.7369  C1 1.333, O2 1.438
4 H 0.0163 0.4380 -2.3174  no bonds
5 H -0.7125 0.9201 0.7688  C1 1.076

=====

Arrangement Q

# CH2O2

A 3-piece molecular cluster, CH2O2 overall (wB97M-V/def2-TZVPD, OMol25).

Values from the calculation:
2S+1: 1
HOMO energy: -12.708 eV

Last columns: bonded neighbours and bond lengths (Å).
Geometry (Å):
1 O 0.7757 2.3164 2.6755  C2 1.194
2 C 1.3092 1.9692 1.6658  O1 1.194, O3 1.172
3 O 2.1454 1.3231 1.1583  C2 1.172
4 H -1.8234 -3.0762 -2.4499  no bonds
5 H -2.4068 -2.5325 -3.0497  no bonds

=====

Least stable = arrangement P

=====

Arrangement P

# C17H21N3O4S

One molecule with the formula C17H21N3O4S (wB97M-V/def2-TZVPD, OMol25).

Values from the calculation:
2S+1: 1
SMILES: COc1ccc(OCc2nnc(SCC(=O)N3CCCCC3)o2)cc1
HOMO energy: -8.141 eV

Last columns: bonded neighbours and bond lengths (Å).
Geometry (Å):
1 C -8.5410 -0.1810 0.3984  O2 1.406, H26 1.095, H27 1.095, H28 1.089
2 O -7.6256 0.8503 0.1246  C1 1.406, C3 1.365
3 C -6.2983 0.5403 0.0599  O2 1.365, C4 1.386, C25 1.398
4 C -5.7623 -0.7240 0.2494  C3 1.386, C5 1.390, H29 1.079
5 C -4.3912 -0.9305 0.1593  C4 1.390, C6 1.385, H30 1.079
6 C -3.5396 0.1251 -0.1225  C5 1.385, O7 1.372, C24 1.396
7 O -2.1755 0.0379 -0.2382  C6 1.372, C8 1.397
8 C -1.5812 -1.2148 -0.0690  O7 1.397, C9 1.486, H31 1.103, H32 1.102
9 C -0.1142 -1.0824 -0.2677  C8 1.486, N10 1.286, O23 1.362
10 N 0.5770 -0.0525 -0.6075  C9 1.286, N11 1.350
11 N 1.8704 -0.4340 -0.6637  N10 1.350, C12 1.299
12 C 1.8987 -1.6928 -0.3437  N11 1.299, S13 1.716, O23 1.348
13 S 3.2876 -2.6955 -0.2353  C12 1.716, C14 1.819
14 C 4.4925 -1.3412 -0.3887  S13 1.819, C15 1.534, H33 1.089, H34 1.086
15 C 4.2186 -0.3437 0.7442  C14 1.534, O16 1.216, N17 1.344
16 O 3.7224 -0.7293 1.7849  C15 1.216
17 N 4.5843 0.9329 0.5382  C15 1.344, C18 1.446, C22 1.453
18 C 5.0909 1.5040 -0.6893  N17 1.446, C19 1.530, H35 1.089, H36 1.097
19 C 3.9579 2.2171 -1.4303  C18 1.530, C20 1.527, H37 1.091, H38 1.091
20 C 3.3849 3.3115 -0.5332  C19 1.527, C21 1.527, H39 1.090, H40 1.094
21 C 2.9288 2.6999 0.7890  C20 1.527, C22 1.529, H41 1.091, H42 1.091
22 C 4.0840 1.9475 1.4499  N17 1.453, C21 1.529, H43 1.090, H44 1.095
23 O 0.6689 -2.1814 -0.0850  C9 1.362, C12 1.348
24 C -4.0794 1.3991 -0.3113  C6 1.396, C25 1.374, H45 1.078
25 C -5.4351 1.6032 -0.2214  C3 1.398, C24 1.374, H46 1.078
26 H -8.3585 -0.6324 1.3793  C1 1.095
27 H -8.5124 -0.9600 -0.3708  C1 1.095
28 H -9.5234 0.2885 0.3970  C1 1.089
29 H -6.3929 -1.5706 0.4701  C4 1.079
30 H -4.0167 -1.9302 0.3155  C5 1.079
31 H -1.9657 -1.9467 -0.7993  C8 1.103
32 H -1.7589 -1.6158 0.9425  C8 1.102
33 H 5.4782 -1.7928 -0.2823  C14 1.089
34 H 4.3647 -0.9132 -1.3787  C14 1.086
35 H 5.5625 0.7423 -1.3083  C18 1.089
36 H 5.8632 2.2327 -0.4143  C18 1.097
37 H 4.3334 2.6392 -2.3635  C19 1.091
38 H 3.1723 1.4944 -1.6557  C19 1.091
39 H 2.5420 3.7951 -1.0278  C20 1.090
40 H 4.1493 4.0708 -0.3455  C20 1.094
41 H 2.5648 3.4744 1.4650  C21 1.091
42 H 2.1166 1.9979 0.5951  C21 1.091
43 H 3.7535 1.4471 2.3604  C22 1.090
44 H 4.9028 2.6331 1.6916  C22 1.095
45 H -3.4050 2.2112 -0.5282  C24 1.078
46 H -5.8597 2.5836 -0.3658  C25 1.078

=====

Arrangement Q

# C17H21N3O4S

One molecule with the formula C17H21N3O4S (wB97M-V/def2-TZVPD, OMol25).

Values from the calculation:
2S+1: 1
SMILES: CCOc1ccc(S(=O)(=O)N[C@H](C)C(=O)NCc2ccccn2)cc1
HOMO energy: -8.949 eV

Last columns: bonded neighbours and bond lengths (Å).
Geometry (Å):
1 C 1.4487 -7.1093 2.2721  C2 1.520, H26 1.086, H27 1.086, H28 1.086
2 C 0.7791 -6.1857 1.2671  C1 1.520, O3 1.418, H29 1.098, H30 1.098
3 O 0.6395 -4.9154 1.8812  C2 1.418, C4 1.349
4 C 0.0590 -3.9060 1.1999  O3 1.349, C5 1.401, C25 1.396
5 C -0.0490 -2.6919 1.8899  C4 1.401, C6 1.378, H31 1.078
6 C -0.6246 -1.5955 1.2861  C5 1.378, C7 1.384, H32 1.078
7 C -1.0941 -1.7006 -0.0112  C6 1.384, S8 1.780, C24 1.379
8 S -1.8525 -0.3053 -0.8159  C7 1.780, O9 1.433, O10 1.444, N11 1.664
9 O -3.1381 -0.6890 -1.3199  S8 1.433
10 O -1.7924 0.8335 0.0697  S8 1.444
11 N -0.9105 -0.1062 -2.1725  S8 1.664, C12 1.453, H33 1.007
12 C 0.3377 0.6360 -2.2310  N11 1.453, C13 1.525, C14 1.540, H34 1.099
13 C 1.1394 0.4596 -0.9457  C12 1.525, H35 1.088, H36 1.087, H37 1.086
14 C 0.1580 2.1406 -2.5062  C12 1.540, O15 1.216, N16 1.341
15 O 0.7862 2.6999 -3.3850  C14 1.216
16 N -0.7482 2.7415 -1.7220  C14 1.341, C17 1.440, H38 1.016
17 C -0.8737 4.1750 -1.6807  N16 1.440, C18 1.509, H39 1.096, H40 1.096
18 C -0.2868 4.7494 -0.4152  C17 1.509, C19 1.393, N23 1.324
19 C -0.4446 6.0984 -0.1040  C18 1.393, C20 1.383, H41 1.079
20 C 0.1193 6.5800 1.0632  C19 1.383, C21 1.388, H42 1.081
21 C 0.8175 5.7033 1.8812  C20 1.388, C22 1.385, H43 1.079
22 C 0.9157 4.3811 1.4818  C21 1.385, N23 1.321, H44 1.083
23 N 0.3812 3.9154 0.3669  C18 1.324, C22 1.321
24 C -1.0021 -2.8898 -0.7038  C7 1.379, C25 1.384, H45 1.078
25 C -0.4245 -3.9966 -0.1064  C4 1.396, C24 1.384, H46 1.078
26 H 2.4213 -6.7131 2.5498  C1 1.086
27 H 0.8385 -7.1882 3.1674  C1 1.086
28 H 1.5758 -8.0969 1.8383  C1 1.086
29 H -0.2080 -6.5780 0.9886  C2 1.098
30 H 1.3945 -6.0988 0.3615  C2 1.098
31 H 0.3263 -2.6444 2.8995  C5 1.078
32 H -0.7201 -0.6531 1.8012  C6 1.078
33 H -1.4886 -0.0083 -2.9913  N11 1.007
34 H 0.9129 0.2298 -3.0746  C12 1.099
35 H 1.3309 -0.5955 -0.7617  C13 1.088
36 H 2.0881 0.9812 -1.0460  C13 1.087
37 H 0.6005 0.8806 -0.1020  C13 1.086
38 H -1.1435 2.2295 -0.9383  N16 1.016
39 H -0.3333 4.5718 -2.5481  C17 1.096
40 H -1.9283 4.4610 -1.7615  C17 1.096
41 H -0.9956 6.7478 -0.7672  C19 1.079
42 H 0.0166 7.6213 1.3333  C20 1.081
43 H 1.2712 6.0387 2.8006  C21 1.079
44 H 1.4479 3.6518 2.0791  C22 1.083
45 H -1.3887 -2.9404 -1.7087  C24 1.078
46 H -0.3584 -4.9194 -0.6597  C25 1.078

=====

Least stable = arrangement P